# 1
Molecular formula: C28H30N2O3
Method: DFT, the ωB97M-V functional and the def2-TZVPD basis

The total energy is -38645.4262 eV. Its total charge is 0. The LUMO energy is 0.0201 hartree. Its spin multiplicity is 1. As for the energy above the lowest of the compared OMol25 structures with the same formula, charge and spin: 11.5 kJ/mol. The SMILES is N#Cc1ccc(OC[C@H](O)CN2CCC(C(O)(c3ccccc3)c3ccccc3)CC2)cc1.

Each line ends with the Mulliken charge.
Positions of all 63 atoms, in Å:
N1 2.176 -5.207 -0.456  -0.569
C1 2.616 -4.148 -0.496  0.054
C2 3.154 -2.845 -0.550  -0.168
C3 4.533 -2.656 -0.687  -0.663
C4 5.051 -1.385 -0.748  -0.708
C5 4.213 -0.266 -0.671  0.268
C6 2.838 -0.459 -0.526  0.720
C7 2.314 -1.736 -0.468  -0.724
H1 1.248 -1.877 -0.358  0.705
H2 2.165 0.381 -0.447  0.084
O1 4.832 0.934 -0.776  -0.388
C8 4.079 2.121 -0.684  -0.813
C9 3.809 2.566 0.783  0.218
O2 3.801 1.488 1.676  -0.625
H3 3.041 0.930 1.467  0.399
C10 2.485 3.360 0.835  -1.346
N2 1.370 2.467 0.547  1.032
C11 0.628 2.063 1.733  -1.637
C12 -0.271 0.876 1.405  -0.358
C13 -1.247 1.228 0.280  0.020
C14 -0.460 1.794 -0.904  -0.688
C15 0.440 2.946 -0.459  -1.525
H4 1.004 3.319 -1.319  0.631
H5 -0.182 3.774 -0.075  0.314
H6 0.172 1.010 -1.326  0.214
H7 -1.137 2.143 -1.687  0.636
H8 -1.935 1.989 0.655  0.354
C16 -2.062 -0.032 -0.127  2.152
C17 -3.131 0.239 -1.178  -0.007
C18 -3.711 1.483 -1.392  0.084
C19 -4.704 1.641 -2.344  -1.135
C20 -5.139 0.561 -3.091  -0.499
C21 -4.578 -0.686 -2.875  -0.963
C22 -3.586 -0.843 -1.926  -0.294
H9 -3.161 -1.821 -1.748  0.490
H10 -4.916 -1.540 -3.443  0.418
H11 -5.914 0.690 -3.831  0.410
H12 -5.140 2.617 -2.499  0.414
H13 -3.400 2.345 -0.823  0.441
C23 -2.782 -0.581 1.098  -1.015
C24 -2.419 -1.801 1.649  -0.007
C25 -3.077 -2.291 2.763  -0.975
C26 -4.106 -1.567 3.339  -0.434
C27 -4.476 -0.350 2.791  -0.968
C28 -3.821 0.140 1.677  -0.263
H14 -4.129 1.083 1.251  0.360
H15 -5.282 0.219 3.232  0.416
H16 -4.620 -1.949 4.209  0.389
H17 -2.784 -3.243 3.180  0.435
H18 -1.618 -2.365 1.198  0.517
O3 -1.163 -1.028 -0.597  -0.618
H19 -0.980 -0.852 -1.526  0.626
H20 -0.825 0.586 2.299  0.545
H21 0.336 0.024 1.096  -0.009
H22 1.331 1.787 2.521  0.695
H23 0.009 2.898 2.110  0.331
H24 2.535 4.164 0.096  0.474
H25 2.385 3.817 1.826  0.336
H26 4.633 3.202 1.122  0.568
H27 3.131 2.019 -1.223  0.421
H28 4.683 2.882 -1.183  0.307
H29 6.111 -1.220 -0.856  0.454
H30 5.185 -3.515 -0.746  0.465

***

# 2
Molecular formula: C28H30N4O3
Method: DFT, the ωB97M-V functional and the def2-TZVPD basis

The total energy is -41626.8828 eV. Its total charge is 0. The LUMO energy is 0.0245 hartree. Its spin multiplicity is 1. As for the energy above the lowest of the compared OMol25 structures with the same formula, charge and spin: 73.4 kJ/mol. The SMILES is Cc1cccc(N2CCN(C(=O)CCC(=O)N3Cc4ccccc4Oc4ncccc43)CC2)c1C.

Each line ends with the Mulliken charge.
Positions of all 65 atoms, in Å:
C1 4.961 3.078 1.451  -1.531
C2 5.104 1.804 0.672  0.853
C3 6.318 1.504 0.068  -0.905
C4 6.466 0.350 -0.677  -0.896
C5 5.415 -0.539 -0.787  -0.706
C6 4.197 -0.273 -0.166  -0.001
C7 4.024 0.931 0.535  1.088
C8 2.684 1.307 1.098  -1.075
H1 2.487 2.362 0.921  0.546
H2 1.893 0.732 0.627  -0.241
H3 2.643 1.143 2.175  0.316
N1 3.115 -1.164 -0.261  0.721
C9 2.654 -1.824 0.942  -0.998
C10 1.124 -1.993 0.841  -0.200
N2 0.736 -1.925 -0.555  0.180
C11 -0.070 -0.918 -0.962  1.054
O1 -0.594 -0.159 -0.165  -0.825
C12 -0.342 -0.810 -2.455  -1.197
C13 -1.508 0.158 -2.681  -0.738
C14 -2.721 -0.477 -2.022  0.581
O2 -3.081 -1.599 -2.324  -0.694
N3 -3.352 0.220 -1.039  0.217
C15 -3.070 1.534 -0.641  0.664
C16 -3.168 2.568 -1.566  -0.399
C17 -2.956 3.879 -1.175  -0.648
C18 -2.680 4.109 0.161  -0.491
N4 -2.605 3.145 1.056  -0.654
C19 -2.782 1.880 0.696  0.158
O3 -2.642 1.062 1.754  -0.452
C20 -2.642 -0.304 1.774  0.692
C21 -3.409 -1.129 0.952  1.042
C22 -3.330 -2.504 1.116  -0.775
C23 -2.539 -3.062 2.103  -0.667
C24 -1.810 -2.237 2.944  -0.570
C25 -1.862 -0.868 2.782  -0.514
H4 -1.297 -0.204 3.417  0.488
H5 -1.193 -2.662 3.722  0.433
H6 -2.493 -4.135 2.216  0.419
H7 -3.901 -3.138 0.454  0.376
C26 -4.234 -0.524 -0.146  -1.509
H8 -4.986 0.166 0.251  0.307
H9 -4.725 -1.303 -0.732  0.523
H10 -2.513 5.107 0.544  0.429
H11 -3.019 4.689 -1.884  0.404
H12 -3.418 2.327 -2.589  0.461
H13 -1.695 0.265 -3.751  0.402
H14 -1.269 1.125 -2.246  0.476
H15 0.555 -0.454 -2.965  0.440
H16 -0.622 -1.789 -2.849  0.395
C27 1.619 -2.690 -1.398  -1.165
H17 1.676 -3.698 -0.976  0.377
C28 3.025 -2.040 -1.405  -0.866
H18 3.171 -1.436 -2.304  0.531
H19 3.783 -2.843 -1.398  0.394
H20 1.228 -2.771 -2.410  0.438
H21 0.804 -2.953 1.260  0.553
H22 0.594 -1.193 1.360  -0.121
H23 2.919 -1.230 1.814  0.420
H24 3.139 -2.809 1.046  0.292
H25 5.549 -1.450 -1.350  0.395
H26 7.408 0.132 -1.160  0.394
H27 7.149 2.187 0.173  0.351
H28 5.926 3.565 1.564  0.388
H29 4.288 3.767 0.940  0.319
H30 4.550 2.883 2.440  0.320

***

# 3
Molecular formula: C28H30N4O6
Method: DFT, the ωB97M-V functional and the def2-TZVPD basis

The total energy is -47765.6980 eV. Its total charge is 0. The LUMO energy is -0.0322 hartree. Its spin multiplicity is 1. As for the energy above the lowest of the compared OMol25 structures with the same formula, charge and spin: 452.2 kJ/mol. The SMILES is Cc1ccc(C(=O)N/C(=C\c2ccc(-c3ccccc3[N+](=O)[O-])o2)C(=O)NCCCN2CCOCC2)cc1.

Each line ends with the Mulliken charge.
Positions of all 68 atoms, in Å:
C1 4.721 1.299 3.047  -1.584
C2 3.643 1.153 2.020  1.155
C3 3.947 1.230 0.665  -0.874
C4 2.963 1.072 -0.286  -0.711
C5 1.649 0.807 0.095  0.911
C6 1.334 0.744 1.451  0.145
C7 2.325 0.923 2.396  -1.160
H1 2.068 0.874 3.444  0.349
H2 0.319 0.578 1.777  0.517
C8 0.626 0.676 -0.966  -0.035
O1 0.713 1.302 -2.013  -0.877
N1 -0.375 -0.214 -0.677  0.174
C9 -1.591 -0.495 -1.288  0.603
C10 -2.189 -1.704 -1.137  -0.677
C11 -1.678 -2.897 -0.552  0.359
C12 -2.365 -4.064 -0.259  -0.955
C13 -1.427 -4.959 0.257  -0.792
C14 -0.208 -4.303 0.259  0.693
C15 1.089 -4.786 0.657  0.829
C16 1.297 -6.174 0.710  -1.193
C17 2.531 -6.713 0.994  -0.629
C18 3.627 -5.886 1.220  -0.623
C19 3.454 -4.521 1.189  -0.370
C20 2.200 -3.968 0.936  0.347
N2 2.114 -2.545 1.048  1.078
O2 3.109 -1.900 0.780  -0.543
O3 1.076 -2.053 1.454  -0.596
H3 4.277 -3.848 1.379  0.471
H4 4.598 -6.307 1.425  0.397
H5 2.650 -7.785 1.026  0.402
H6 0.467 -6.828 0.496  0.311
O4 -0.375 -3.055 -0.241  -0.355
H7 -1.621 -5.951 0.610  0.494
H8 -3.414 -4.227 -0.395  0.549
H9 -3.198 -1.785 -1.514  0.498
C21 -2.445 0.508 -2.041  0.088
O5 -3.661 0.424 -1.948  -0.703
N3 -1.812 1.349 -2.858  0.061
C22 -2.520 2.279 -3.700  -1.012
C23 -2.468 3.718 -3.181  -0.651
H10 -1.426 4.017 -3.060  0.283
H11 -2.927 4.368 -3.929  0.400
C24 -3.213 3.878 -1.854  -1.074
N4 -2.427 3.380 -0.739  0.805
C25 -1.507 4.374 -0.219  -1.047
H12 -0.877 4.745 -1.029  0.418
C26 -0.623 3.731 0.846  -0.008
H13 0.035 4.471 1.305  0.438
O6 -1.386 3.181 1.895  -0.471
C27 -2.319 2.248 1.399  0.301
H14 -2.891 1.901 2.261  0.430
C28 -3.240 2.866 0.349  -1.154
H15 -3.906 2.095 -0.042  0.516
H16 -3.844 3.663 0.820  0.360
H17 -1.792 1.398 0.943  -0.430
H18 -0.012 2.948 0.374  -0.186
H19 -2.051 5.230 0.225  0.304
H20 -4.137 3.299 -1.904  0.476
H21 -3.486 4.937 -1.705  0.462
H22 -3.559 1.943 -3.755  0.431
H23 -2.076 2.238 -4.700  0.391
H24 -0.797 1.441 -2.787  0.316
H25 -0.152 -0.846 0.091  -0.001
H26 3.195 1.134 -1.339  0.498
H27 4.966 1.412 0.358  0.400
H28 5.420 2.084 2.765  0.407
H29 5.282 0.367 3.126  0.264
H30 4.304 1.529 4.024  0.381